(1)
A single C4H10O2 molecule at a distorted geometry. Source: the OMol25 dataset; level of theory: wB97M-V/def2-TZVPD.

For the HOMO-LUMO gap, the calculation gives 10.56 eV. As for the spin multiplicity: 1. The energy above the lowest of the compared OMol25 structures with the same formula, charge and spin comes out at 212.15 kJ/mol. As for the net charge: 0. As for the SMILES: OCCCCO.

Positions of all 16 atoms, in Å:
C (-0.135263, -1.207776, -0.875206)
O (-0.190134, -2.110212, 0.279515)
C (-1.254418, -0.224956, -0.718798)
C (-0.653271, 1.070325, -0.127826)
C (0.446005, 1.106084, 0.921658)
O (1.687116, 1.364837, 0.388835)
H (0.847137, -0.718322, -0.916895)
H (-0.132103, -1.921511, -1.698247)
H (-0.955540, -2.502067, 0.459686)
H (-2.104746, -0.591272, -0.232637)
H (-1.548947, 0.050578, -1.759523)
H (-1.385491, 1.663318, 0.447093)
H (-0.331701, 1.712801, -1.006225)
H (0.556200, 0.178493, 1.455997)
H (0.291905, 1.886284, 1.721393)
H (2.369102, 1.742632, 0.983588)

Atomic forces in eV per Å
-0.4 -2.6 1.3
6.6 3.0 -0.6
2.1 1.9 -2.4
-0.7 2.0 0.0
0.2 0.1 2.1
2.7 0.8 -1.7
-0.3 -0.2 0.5
-0.5 0.5 -0.7
-5.2 -2.1 0.4
-1.1 -0.7 0.9
-0.2 -0.1 0.7
-0.6 -0.2 -0.9
-0.2 -0.6 1.2
-0.6 -0.8 0.4
-0.6 -0.6 -0.8
-1.2 -0.5 -0.2

natural (NBO) population analysis, charges in e, atoms 1 to 8: -0.069 -0.751 -0.429 -0.432 -0.062 -0.749 0.200 0.174

(2)
A 2-piece molecular cluster, C4H10O2 overall at a distorted geometry. Source: the OMol25 dataset; level of theory: wB97M-V/def2-TZVPD.

For the HOMO-LUMO gap, the calculation gives 10.40 eV. As for the spin multiplicity: 1. The energy above the lowest of the compared OMol25 structures with the same formula, charge and spin comes out at 107.75 kJ/mol. As for the net charge: 0. As for the SMILES: CC=O.CCO.

Positions of all 16 atoms, in Å:
O (-0.999650, 0.918847, 1.758840)
C (-1.477570, -0.094063, 2.230860)
C (-1.299800, -1.456632, 1.613120)
H (-2.082710, -0.040443, 3.168209)
H (-0.224890, -1.698432, 1.560970)
H (-1.709320, -1.451402, 0.588970)
H (-1.810010, -2.244772, 2.192019)
O (0.239859, 0.089357, -0.343269)
C (1.563399, 0.366387, -2.292429)
C (0.916789, 1.077327, -1.125219)
H (-0.183241, 0.540477, 0.416910)
H (0.797619, -0.141223, -2.902768)
H (2.281649, -0.388263, -1.930179)
H (2.101919, 1.086507, -2.931208)
H (1.683459, 1.594896, -0.517119)
H (0.202499, 1.841426, -1.487699)

Atomic forces in eV per Å
-0.6 -0.2 0.9
0.0 0.0 0.0
-0.2 -0.4 0.1
0.2 0.1 -0.3
-0.4 0.2 -0.2
0.3 0.0 0.3
0.2 0.4 -0.1
0.3 0.5 -0.4
0.2 0.0 -0.3
-0.2 -0.2 0.2
0.2 -0.2 -0.4
0.3 0.2 0.2
-0.3 0.3 -0.1
-0.2 -0.3 0.2
-0.2 -0.2 -0.2
0.2 -0.2 0.1

natural (NBO) population analysis, charges in e, atoms 1 to 8: -0.542 0.468 -0.747 0.122 0.265 0.265 0.220 -0.779

(3)
A 2-piece molecular cluster, C4H10O2 overall. Source: the OMol25 dataset; level of theory: wB97M-V/def2-TZVPD.

For the HOMO-LUMO gap, the calculation gives 10.85 eV. As for the spin multiplicity: 1. The energy above the lowest of the compared OMol25 structures with the same formula, charge and spin comes out at 71.96 kJ/mol. As for the net charge: 0. As for the SMILES: CC(C)C=O.O.

Positions of all 16 atoms, in Å:
C (-1.172246, -1.024211, -0.595060)
C (-0.094641, 0.050881, -0.752973)
C (-0.474352, 1.393938, -0.125176)
O (0.589229, -0.371895, 2.189166)
C (1.288141, -0.450999, -0.441793)
O (2.207104, 0.218592, -0.017676)
H (-0.942138, -1.911463, -1.196137)
H (-1.272323, -1.328857, 0.452376)
H (-2.137870, -0.630718, -0.931039)
H (-1.000578, 2.006408, -0.862907)
H (-1.152180, 1.264957, 0.726450)
H (0.411651, 1.941942, 0.210309)
H (0.204900, 0.436600, 2.545439)
H (1.453643, -1.508242, -0.742193)
H (0.071214, 0.207908, -1.833454)
H (1.393643, -0.066470, 1.745671)

Atomic forces in eV per Å
0.0 0.0 0.0
0.0 0.1 -0.1
0.0 0.1 -0.1
0.1 0.1 0.2
0.2 0.2 0.0
-0.3 -0.3 -0.2
0.0 0.1 0.1
0.1 0.1 -0.2
0.2 -0.1 0.0
0.1 0.0 0.1
0.2 -0.1 -0.1
-0.1 -0.1 -0.1
0.0 -0.1 0.1
0.1 0.1 0.1
-0.3 0.1 -0.1
-0.1 0.0 0.2

natural (NBO) population analysis, charges in e, atoms 1 to 8: -0.605 -0.333 -0.614 -0.952 0.479 -0.577 0.209 0.229

(4)
A 2-piece molecular cluster, C4H10O2 overall at a distorted geometry. Source: the OMol25 dataset; level of theory: wB97M-V/def2-TZVPD.

For the HOMO-LUMO gap, the calculation gives 9.11 eV. As for the spin multiplicity: 1. The energy above the lowest of the compared OMol25 structures with the same formula, charge and spin comes out at 217.00 kJ/mol. As for the net charge: 0. As for the SMILES: C/C=C(/C)O.O.

Positions of all 16 atoms, in Å:
C (-1.387043, 0.285937, 2.076948)
C (-1.076333, -0.350074, 0.699670)
C (0.045848, -0.285154, -0.058096)
O (0.966807, 0.737892, -0.056806)
C (0.344590, -1.489266, -0.882303)
H (-1.999062, 1.283609, 1.982456)
H (-0.471505, 0.518758, 2.476929)
H (-1.929950, -0.395967, 2.769130)
H (-1.813673, -0.986773, 0.350113)
H (1.023926, 1.108343, 0.929391)
H (0.585538, -2.341944, -0.297126)
H (1.054544, -1.180306, -1.547002)
H (-0.532830, -1.803376, -1.424889)
H (1.413080, 2.135642, -1.810455)
H (1.743163, 0.909541, -2.671506)
O (2.032899, 1.853140, -2.536453)

Atomic forces in eV per Å
-2.7 1.2 -2.3
1.2 1.6 1.4
-2.2 -0.2 1.6
0.5 0.3 3.7
-1.8 0.8 0.2
1.0 -1.8 0.3
2.1 0.8 1.5
0.4 0.4 -0.7
-1.0 -1.7 -0.5
-0.2 -0.9 -3.2
0.8 -0.5 0.6
2.3 0.0 -2.0
-0.4 0.1 -0.4
1.0 -0.4 -1.0
0.6 1.5 0.2
-1.5 -1.0 0.7

natural (NBO) population analysis, charges in e, atoms 1 to 8: -0.638 -0.290 0.317 -0.708 -0.652 0.211 0.189 0.226

Number 1: HOMO energy -9.595 eV. Number 2: HOMO energy -9.633 eV. Number 3: HOMO energy -10.001 eV. Number 4: HOMO energy -8.566 eV.